Entry 1:
# C9H11NO3S

A single C9H11NO3S molecule at a distorted geometry (wB97M-V/def2-TZVPD, the Open Molecules 2025 dataset).

LUMO level (alpha / beta): -1.766 / -1.434 eV
HOMO energy (alpha / beta): -8.731 / -9.101 eV
energy relative to the best compared isomer or geometry (same formula, charge and spin): 657.41 kJ/mol
total charge: 0
gap between HOMO and LUMO (alpha / beta): 6.965 / 7.666 eV

Structure (XYZ):
```
25
Properties=species:S:1:pos:R:3:nbo_charge:R:1
C -2.72937 3.90098 0.75327 0.16
C -0.75051 0.81432 -0.31018 -0.39
C -2.26453 2.66711 0.34614 -0.11
C -1.07708 2.16939 0.01716 0.26
C -1.61040 -0.25669 -0.31545 0.18
C 2.71250 -1.36880 1.34596 -0.61
C 2.12814 -1.17755 -0.03373 -0.40
C 0.76320 -1.87841 -0.13661 -0.46
C -0.09826 -1.74507 -1.34975 -0.07
N -3.01433 4.89439 1.28426 -0.27
O -4.19375 -0.13160 -0.86138 -0.76
O 0.09360 2.96344 -0.19338 -0.66
O -1.38485 -1.41017 -0.85534 -0.48
S -3.30926 -0.13051 0.30393 1.02
H 0.13743 0.76400 -0.79909 0.23
H 3.69851 -0.79877 1.44242 0.22
H 2.11523 -0.83293 2.09924 0.21
H 2.82619 -2.43528 1.57054 0.21
H 2.19071 -0.14313 -0.28124 0.21
H 2.77652 -1.69499 -0.74553 0.19
H 0.91077 -2.98320 0.05831 0.22
H 0.28825 -1.42076 0.72191 0.22
H 0.32558 -0.89944 -2.03998 0.19
H -0.31260 -2.72158 -1.99728 0.22
H -0.22170 3.85525 -0.02419 0.49
```

=====

Entry 2:
# C4H8S4

A single C4H8S4 molecule at a distorted geometry (wB97M-V/def2-TZVPD, the Open Molecules 2025 dataset).

LUMO level: -0.012 eV
HOMO energy: -8.664 eV
energy relative to the best compared isomer or geometry (same formula, charge and spin): 7.37 kJ/mol
total charge: 0
gap between HOMO and LUMO: 8.652 eV

Structure (XYZ):
```
16
Properties=species:S:1:pos:R:3:nbo_charge:R:1
C -2.54498 -1.87881 -0.06021 -0.79
C -1.66111 0.78038 -0.25652 -0.55
C 1.07350 1.26161 0.16212 -0.55
C 2.46225 0.71352 0.52486 -0.51
H -1.83182 -2.25496 -0.80539 0.23
H -3.46760 -2.46050 -0.13353 0.25
H -2.12544 -1.96331 0.94232 0.24
H 0.78223 2.02369 0.88007 0.24
H 1.13248 1.70829 -0.84791 0.24
H 2.40069 0.04248 1.40236 0.22
H 3.17927 1.53750 0.69354 0.24
H 2.32451 -1.30559 -0.89862 0.12
S -3.05523 -0.21789 -0.41759 0.39
S -1.72294 2.38604 -0.48830 -0.02
S -0.17040 -0.05381 0.12096 0.30
S 3.22457 -0.31863 -0.81816 -0.06
```

=====

Entry 3:
# C4H12

2 unconnected molecules or ions with the total composition C4H12 at a distorted geometry (wB97M-V/def2-TZVPD, the Open Molecules 2025 dataset).

SMILES string: CC.CC
LUMO level: 1.192 eV
HOMO energy: -11.460 eV
energy relative to the best compared isomer or geometry (same formula, charge and spin): 35.18 kJ/mol
total charge: 0
gap between HOMO and LUMO: 12.652 eV

Structure (XYZ):
```
16
Properties=species:S:1:pos:R:3:nbo_charge:R:1
C 1.30193 2.02246 0.96684 -0.61
C 1.19692 0.49721 0.92118 -0.62
H 0.52851 2.48355 0.35108 0.20
H 1.16962 2.39875 1.97787 0.21
H 2.25015 2.37086 0.56228 0.21
H 2.18063 0.04423 0.76869 0.20
H 0.69597 0.20263 -0.00631 0.20
H 0.69596 -0.00793 1.74143 0.21
C -0.78040 -1.21915 -1.54895 -0.62
C -1.70449 -1.28875 -0.34404 -0.62
H 0.05428 -1.91171 -1.41921 0.21
H -1.28910 -1.36950 -2.49279 0.21
H -0.18799 -0.31609 -1.63336 0.20
H -2.74802 -1.16052 -0.63645 0.21
H -1.47304 -0.56927 0.43853 0.21
H -1.68797 -2.26665 0.13898 0.20
```

=====

Entry 4:
# C7H8BrNO2

A single C7H8BrNO2 molecule at a distorted geometry (wB97M-V/def2-TZVPD, the Open Molecules 2025 dataset).

SMILES string: CC(C)(Br)C1=CC(=O)NC1=O
LUMO level: -1.055 eV
HOMO energy: -10.099 eV
energy relative to the best compared isomer or geometry (same formula, charge and spin): 15.58 kJ/mol
total charge: 0
gap between HOMO and LUMO: 9.043 eV

Structure (XYZ):
```
19
Properties=species:S:1:pos:R:3:nbo_charge:R:1
C 0.85507 0.86445 0.73405 -0.64
C 0.04350 0.56684 -0.53607 -0.07
C -1.25772 1.36880 -0.50968 -0.66
Br 0.94005 1.23606 -2.13957 0.00
C -0.14723 -0.85801 -0.87074 -0.06
C 0.75326 -1.86122 -0.74412 -0.25
C 0.24050 -3.12896 -1.26129 0.65
O 0.72229 -4.23471 -1.36386 -0.52
N -1.16116 -2.86136 -1.49588 -0.66
C -1.43597 -1.50109 -1.40863 0.66
O -2.55483 -1.07063 -1.54094 -0.54
H 0.96416 1.98429 0.85739 0.23
H 0.05950 0.61896 1.38933 0.23
H 1.90149 0.58821 0.89203 0.25
H -1.14586 2.44927 -0.43283 0.23
H -2.18699 1.16920 -1.14630 0.28
H -1.76551 1.10238 0.44601 0.21
H 1.77947 -1.71874 -0.47653 0.24
H -1.73260 -3.45734 -2.04575 0.42
```

=====

Entry 5:
# C4H14N3O

2 unconnected molecules or ions with the total composition C4H14N3O at a distorted geometry (wB97M-V/def2-TZVPD, the Open Molecules 2025 dataset).

LUMO level (alpha / beta): -6.782 / -12.961 eV
HOMO energy (alpha / beta): -18.847 / -18.845 eV
2S+1: 2
⟨S²⟩: 0.755
energy relative to the best compared isomer or geometry (same formula, charge and spin): 262.37 kJ/mol
total charge: +2
gap between HOMO and LUMO (alpha / beta): 12.065 / 5.884 eV

Structure (XYZ):
```
22
Properties=species:S:1:pos:R:3:mulliken_spin:R:1
C 0.00139 -0.88161 -1.28528 0.05
N -0.68330 -2.09841 -1.03675 0.74
C -0.79370 -2.21519 0.42266 0.05
O -1.56951 -3.35499 0.70658 0.03
H -0.70192 -0.06589 -1.06619 0.01
H 0.37716 -0.84207 -2.31198 0.01
H 0.93526 -0.69628 -0.68244 0.06
H -0.12803 -2.94909 -1.25577 0.00
H 0.15765 -2.31132 0.96094 0.04
H -1.24265 -1.24055 0.82303 0.02
H -2.39479 -3.28072 0.18402 -0.01
C 1.43791 3.32593 -1.01251 0.00
N 0.07775 1.11763 1.68198 0.00
C 0.62168 2.05223 0.95170 0.00
N 0.90329 2.10252 -0.33276 0.00
H 2.41914 3.07779 -1.35180 0.00
H 1.49682 4.08189 -0.26320 0.00
H 0.74611 3.62965 -1.79491 0.00
H -0.16620 0.22584 1.27831 0.00
H -0.08759 1.30876 2.65388 0.00
H 0.86707 2.93758 1.56059 0.00
H 0.59017 1.42409 -1.03384 0.00
```

=====

Entry 6:
# C3H32O15

14 unconnected molecules or ions with the total composition C3H32O15 at a distorted geometry (wB97M-V/def2-TZVPD, the Open Molecules 2025 dataset).

LUMO level: -0.253 eV
HOMO energy: -10.363 eV
energy relative to the best compared isomer or geometry (same formula, charge and spin): 0.00 kJ/mol
total charge: 0
gap between HOMO and LUMO: 10.110 eV

Structure (XYZ):
```
50
Properties=species:S:1:pos:R:3:nbo_charge:R:1
O -0.29049 -0.52345 3.09837 -0.58
C -0.37928 -0.96747 1.96646 0.49
C -0.18909 -0.14780 0.73814 -0.56
C 0.89237 0.92290 0.90757 -0.07
O 1.13482 1.54467 -0.36921 -0.80
H -0.60460 -2.03142 1.84962 0.15
H 0.02660 -0.76718 -0.14279 0.23
H -1.13911 0.33191 0.49346 0.23
H 0.50822 1.72788 1.53244 0.19
H 1.80690 0.50371 1.33543 0.22
H 1.95206 1.18412 -0.80776 0.52
H 2.93002 -2.13455 1.82263 0.50
H 2.81168 -1.74403 3.35128 0.47
O 3.28405 -1.57665 2.53849 -0.99
H -3.35681 2.62977 0.91009 0.50
H -4.75271 2.53083 0.19052 0.46
O -3.86100 2.18139 0.16086 -1.03
H -0.68592 1.12630 3.50378 0.51
H -1.23451 2.03854 4.62524 0.48
O -0.98595 2.05831 3.69061 -0.99
H -1.85040 4.05040 1.48309 0.50
H -1.98058 2.95706 2.60292 0.51
O -2.51399 3.47456 1.94703 -1.01
H 0.57528 0.19152 -3.18466 0.51
H 1.25757 -0.32827 -4.50726 0.50
O 1.32628 -0.33160 -3.54858 -0.99
H -2.07921 -1.28911 -3.92580 0.48
H -1.18369 -0.44491 -3.01624 0.49
O -1.31365 -1.37241 -3.34457 -0.97
H 1.58433 -1.87252 -2.65748 0.51
H 2.45885 -3.12163 -2.65200 0.49
O 1.87864 -2.61340 -2.07665 -1.00
H 0.00011 1.30458 -1.61592 0.52
H -1.53757 1.01347 -1.84080 0.50
O -0.67524 1.09005 -2.31139 -1.02
H -0.70315 5.44873 0.02464 0.49
H -0.16104 3.98994 0.18773 0.49
O -0.54774 4.75103 0.65931 -0.95
H 2.66806 0.08964 -2.47424 0.50
H 3.20634 -0.54579 -1.18364 0.49
O 3.15721 0.29767 -1.64908 -0.96
H 1.20664 -3.67826 0.58955 0.51
H 1.92472 -2.73518 -0.29750 0.49
O 1.85104 -2.94910 0.65696 -1.02
H -1.94979 -2.01048 -1.87966 0.50
H -2.58078 -1.28006 -0.67298 0.48
O -2.29076 -2.15310 -0.96829 -0.99
H 0.19294 -3.66763 -1.30940 0.48
H -1.04857 -3.36170 -0.47441 0.50
O -0.25663 -3.94765 -0.50058 -0.99
```

=====

Number 1: electronic energy -1027.991872 hartree. Number 2: electronic energy -1749.942411 hartree. Number 3: electronic energy -159.571572 hartree. Number 4: electronic energy -3050.773572 hartree. Number 5: electronic energy -399.562504 hartree. Number 6: electronic energy -1262.135141 hartree.